No. 1
Density functional theory data (the ωB97M-V functional and the def2-TZVPD basis) for a cluster of 7 separate species, C27H44N7O5 in total.

Properties
Total charge: +1
Kohn-Sham gap in eV: 3.61
Spin multiplicity: 1
Relative energy (zero: lowest compared OMol25 entry of this formula, charge and spin) in kcal/mol: 0.0

Last column: Löwdin charge in e.
Geometry (Å):
C -52.82 -29.58 -16.93  -0.026
C -53.25 -28.56 -15.86  -0.420
C -54.33 -29.21 -14.83  -0.122
C -54.50 -28.40 -13.64  -0.233
C -53.21 -28.35 -12.90  -0.117
C -52.01 -27.67 -13.69  -0.338
N -52.09 -28.07 -15.13  0.063
O -51.11 -27.69 -15.91  0.164
C -50.62 -28.19 -13.15  0.008
C -52.10 -26.05 -13.71  0.028
C -53.99 -27.39 -16.62  0.033
H -53.64 -30.01 -17.61  0.130
H -52.26 -30.37 -16.34  0.091
H -52.00 -29.22 -17.59  0.089
H -53.94 -30.36 -14.56  0.196
H -55.20 -29.24 -15.35  0.074
H -55.13 -28.95 -13.04  0.101
H -55.08 -27.43 -13.83  0.153
H -52.95 -29.32 -12.51  0.111
H -53.40 -27.69 -11.94  0.173
H -50.74 -29.20 -12.96  0.051
H -50.24 -27.75 -12.18  0.112
H -49.75 -28.24 -13.71  0.041
H -51.12 -25.66 -14.09  0.103
H -52.22 -25.79 -12.68  0.057
H -52.99 -25.47 -14.13  0.087
H -54.38 -26.65 -16.09  0.016
H -54.75 -27.89 -17.15  0.077
H -53.20 -26.88 -17.32  0.150
N -46.54 -28.53 -8.08  -0.021
C -45.37 -29.17 -8.61  -0.029
C -45.57 -29.06 -10.20  -0.051
C -46.99 -28.53 -10.43  -0.074
C -47.48 -28.20 -9.00  -0.119
H -46.55 -28.37 -7.13  0.106
H -44.73 -29.75 -8.12  0.025
H -44.68 -29.37 -10.82  0.068
H -47.42 -28.22 -11.43  0.057
H -48.38 -27.83 -8.76  0.045
N -48.91 -31.14 -15.18  -0.050
C -49.21 -30.99 -16.53  -0.128
C -48.34 -29.92 -16.97  -0.106
C -47.59 -29.41 -15.81  -0.068
C -47.98 -30.27 -14.63  -0.085
H -49.25 -31.95 -14.71  0.133
H -49.87 -31.73 -16.95  0.101
H -48.50 -29.34 -17.90  0.089
H -46.76 -28.65 -15.76  0.097
H -47.63 -30.21 -13.65  0.067
N -49.48 -23.14 -11.78  0.002
C -48.90 -24.37 -11.90  -0.112
C -47.61 -24.16 -12.70  -0.057
C -47.58 -22.65 -12.85  -0.125
C -48.84 -22.05 -12.53  -0.060
H -50.26 -22.86 -11.58  -0.030
H -49.39 -25.34 -11.52  0.104
H -46.74 -24.79 -12.99  0.075
H -46.65 -22.07 -13.06  0.088
H -49.02 -20.97 -12.48  0.097
N -52.29 -22.11 -9.89  -0.087
C -52.56 -21.20 -10.92  -0.007
C -53.58 -22.16 -11.85  -0.057
C -53.61 -23.38 -11.23  -0.135
C -52.82 -23.38 -9.90  -0.069
H -51.78 -21.78 -9.07  0.147
H -52.27 -20.19 -10.81  0.067
H -53.96 -21.80 -12.74  0.027
H -54.11 -24.34 -11.64  0.096
H -52.63 -24.00 -9.09  0.060
C -56.15 -22.11 -15.50  0.113
N -55.43 -23.14 -14.52  -0.385
O -55.77 -23.22 -13.37  0.047
O -54.38 -23.67 -14.95  -0.003
H -55.41 -21.48 -16.07  0.122
H -56.80 -21.59 -14.73  0.118
H -56.66 -22.75 -16.05  0.017
C -59.37 -27.11 -14.75  0.012
N -58.35 -26.61 -15.56  -0.404
O -57.31 -27.29 -15.62  0.039
O -58.45 -25.44 -16.04  0.060
H -59.11 -27.73 -14.05  0.042
H -60.07 -27.76 -15.39  0.156
H -60.15 -26.37 -14.45  0.132

No. 2
Density functional theory data (the ωB97M-V functional and the def2-TZVPD basis) for a structure of composition C27H45BN7Sm.

Properties
Total charge: +2
<S²>: 8.760
Kohn-Sham gap (spin up / spin down) in eV: 7.43 / 8.71
Spin multiplicity: 6

Last column: Mulliken spin population.
Geometry (Å):
Sm -0.15 0.07 -0.27  5.066
C -0.36 -5.56 0.35  0.000
C 0.03 -4.19 0.78  -0.007
C 0.70 -3.79 1.93  0.005
C 0.81 -2.41 1.85  -0.004
N 0.23 -1.99 0.71  0.002
N -0.25 -3.09 0.06  -0.005
B -0.92 -2.94 -1.32  -0.038
N -2.21 -2.05 -1.15  -0.003
N -2.21 -0.93 -0.36  -0.001
C -3.46 -0.44 -0.33  -0.006
C -4.27 -1.25 -1.11  0.000
C -3.45 -2.26 -1.60  -0.005
C -3.84 -3.44 -2.43  0.000
C -3.79 0.77 0.51  0.000
C -5.27 1.12 0.35  0.000
C -3.48 0.46 1.98  0.001
C -2.96 1.99 0.06  0.001
N 0.10 -2.28 -2.30  -0.004
N 0.84 -1.18 -1.94  -0.013
C 1.62 -0.85 -2.97  -0.005
C 1.40 -1.75 -4.01  0.002
C 0.44 -2.64 -3.55  -0.002
C -0.15 -3.82 -4.25  -0.001
C 2.57 0.32 -2.94  -0.002
C 4.00 -0.21 -3.12  0.000
C 2.23 1.28 -4.09  0.000
C 2.50 1.07 -1.61  0.010
C 1.44 -1.41 2.78  0.000
C 1.99 -2.12 4.02  0.000
C 0.39 -0.38 3.23  0.000
C 2.57 -0.68 2.06  0.000
H -0.05 -6.29 1.10  0.000
H -1.43 -5.64 0.21  0.000
H 0.13 -5.83 -0.60  0.000
H 1.06 -4.43 2.72  0.000
H -1.25 -4.00 -1.75  0.000
H -5.33 -1.15 -1.27  0.000
H -4.85 -3.30 -2.81  0.000
H -3.17 -3.58 -3.28  0.000
H -3.82 -4.35 -1.84  0.000
H -5.90 0.30 0.68  0.000
H -5.51 1.99 0.96  0.000
H -5.52 1.36 -0.68  0.000
H -4.06 -0.39 2.33  0.000
H -2.43 0.22 2.13  0.001
H -3.73 1.32 2.60  0.000
H -3.11 2.23 -0.99  0.000
H -3.21 2.86 0.67  0.000
H -1.87 1.85 0.21  0.004
H 1.90 -1.79 -4.97  -0.001
H 0.36 -3.98 -5.19  0.000
H -0.06 -4.73 -3.65  0.000
H -1.21 -3.67 -4.46  0.000
H 4.11 -0.73 -4.07  0.000
H 4.71 0.61 -3.11  0.000
H 4.27 -0.91 -2.32  0.000
H 2.29 0.77 -5.05  0.000
H 1.23 1.70 -3.98  0.000
H 2.95 2.10 -4.11  0.000
H 2.79 0.44 -0.77  -0.003
H 3.18 1.92 -1.63  0.000
H 1.51 1.53 -1.44  0.004
H 1.20 -2.63 4.57  0.000
H 2.75 -2.86 3.75  0.000
H 2.45 -1.40 4.69  0.000
H -0.52 -0.85 3.60  0.000
H 0.79 0.29 3.99  0.000
H 0.09 0.29 2.40  0.004
H 3.31 -1.37 1.65  0.000
H 2.19 -0.09 1.21  0.003
H 3.08 0.02 2.72  0.000
C -1.36 0.60 -5.87  0.000
C -2.35 0.58 -4.71  0.000
C -1.67 0.76 -3.42  0.000
N -1.11 0.90 -2.43  -0.005
H -1.91 0.45 -6.80  0.000
H -0.62 -0.20 -5.78  0.000
H -0.84 1.55 -5.93  0.000
H -2.89 -0.37 -4.64  0.000
H -3.09 1.37 -4.78  0.000

No. 3
Density functional theory data (the ωB97M-V functional and the def2-TZVPD basis) for a structure of composition C27H45Cl2OPSSm.

Properties
Total charge: -1
<S²>: 9.001
Kohn-Sham gap (spin up / spin down) in eV: 2.78 / 7.76
Spin multiplicity: 6

Last column: Mulliken spin population.
Geometry (Å):
P -0.12 0.73 0.68  0.014
C -1.77 0.15 1.44  -0.001
C -2.61 1.14 2.25  0.000
C -3.80 0.44 2.92  0.000
C -4.64 -0.40 1.95  0.000
C -3.80 -1.30 1.05  0.000
C -2.63 -0.56 0.39  0.000
C -0.60 1.95 -0.66  -0.040
C -1.75 2.90 -0.33  0.001
C -1.87 3.97 -1.43  0.000
C -2.03 3.36 -2.83  0.000
C -1.02 2.24 -3.13  0.003
C -0.88 1.23 -1.98  0.020
C 0.48 1.89 2.02  -0.009
C 0.73 1.12 3.33  -0.006
C 1.21 2.06 4.45  0.002
C 2.40 2.93 4.04  -0.004
C 2.22 3.62 2.69  0.003
C 1.73 2.67 1.58  -0.003
H -1.38 -0.62 2.14  -0.001
H -2.99 1.94 1.60  0.000
H -2.00 1.65 3.02  0.000
H -4.43 1.20 3.41  0.000
H -3.41 -0.21 3.71  0.000
H -5.34 -1.01 2.53  0.000
H -5.26 0.27 1.33  0.000
H -3.39 -2.13 1.65  0.000
H -4.43 -1.74 0.27  0.000
H -2.02 -1.27 -0.19  0.001
H -3.03 0.18 -0.31  0.000
H 0.32 2.54 -0.78  -0.005
H -0.96 4.58 -1.40  0.000
H -1.62 3.39 0.65  0.001
H -2.69 2.33 -0.28  0.000
H -2.72 4.62 -1.20  0.000
H -1.91 4.16 -3.58  0.000
H -3.05 2.97 -2.95  0.000
H -1.32 1.71 -4.04  0.001
H -0.03 2.67 -3.32  0.000
H -0.08 0.52 -2.22  0.007
H -1.82 0.65 -1.88  -0.007
H -0.34 2.62 2.18  -0.001
H -0.17 0.60 3.66  0.001
H 1.49 0.34 3.14  0.020
H 0.38 2.70 4.75  0.001
H 1.47 1.45 5.32  0.000
H 3.30 2.30 4.00  0.001
H 2.58 3.68 4.81  -0.001
H 3.16 4.08 2.37  0.000
H 1.49 4.43 2.80  0.000
H 1.51 3.27 0.68  -0.002
H 2.52 1.96 1.29  0.004
Sm 2.17 -1.79 -1.06  3.465
Cl 2.93 0.49 -1.86  -0.001
Cl 0.51 -2.41 0.84  -0.013
C 1.91 -3.14 -2.99  0.718
H 2.78 -3.57 -3.52  0.033
C 0.74 -3.30 -3.77  -0.193
C 0.79 -3.80 -5.12  0.205
C -0.33 -3.75 -5.94  -0.117
C -1.55 -3.24 -5.45  0.250
C -1.66 -2.85 -4.10  -0.127
C -0.56 -2.90 -3.26  0.199
H 1.75 -4.19 -5.48  0.009
H -0.26 -4.11 -6.96  -0.007
H -2.63 -2.51 -3.71  -0.007
H -0.64 -2.62 -2.20  0.027
H -2.41 -3.18 -6.11  0.021
C 5.79 -4.71 0.00  -0.384
S 4.20 -4.14 0.57  0.731
C 4.73 -3.30 2.08  -0.405
O 3.91 -2.95 -0.39  -0.050
H 6.12 -5.48 0.70  0.209
H 6.49 -3.88 -0.03  0.054
H 5.65 -5.16 -0.99  0.058
H 5.72 -2.85 1.94  0.053
H 3.98 -2.53 2.30  0.150
H 4.75 -4.06 2.88  0.122

| no. | F_max (eV Å⁻¹) | electronic energy (a.u.) |
| --- | --- | --- |
| 1 | 11.89 | -1813.72049 |
| 2 | 0.33 | -2121.62508 |
| 3 | 1.39 | -3448.93652 |